Record 1
Density functional theory data (ωB97M-V/def2-TZVPD) for an isolated molecule of C6H12N2O at a distorted geometry.

Structure (XYZ):
```
21
Properties=species:S:1:pos:R:3:forces:R:3:mulliken_charge:R:1
C 2.0676 -0.5500 0.0986 -4.8 1.8 0.9 -0.87
C 0.7405 0.3101 -0.5756 -2.4 -3.1 5.1 -0.17
C -0.0787 1.4981 0.3353 0.3 1.1 2.4 -0.40
C -1.6930 0.2981 -0.6476 0.2 -3.6 -2.1 -0.10
C -1.9352 -1.2058 -0.6748 -1.3 -0.6 5.0 -0.84
C -0.5983 -0.6544 -0.2846 1.8 0.7 1.4 0.55
H 3.7281 -0.3546 -1.1814 -1.4 1.6 3.9 0.30
H 3.2975 1.0116 0.0092 0.7 -2.1 -0.6 0.30
H 1.6218 -0.5354 1.1424 1.5 -0.1 -0.7 0.40
H 1.9556 -1.5486 -0.2578 -0.1 -0.7 -0.4 0.35
H 0.8672 0.4196 -1.5903 0.1 1.0 -2.3 0.46
H -0.0664 1.3721 1.6051 1.1 0.5 -4.0 0.24
H 0.2007 2.5755 0.0175 -0.8 -1.7 0.5 0.33
H -1.6460 0.4873 -1.7311 0.2 1.0 0.3 0.27
H -2.4873 -1.5187 -1.4994 -0.1 -1.0 -1.6 0.39
H -2.1058 -1.6507 0.4489 -1.1 0.4 -3.8 0.23
H -1.3637 -0.3102 1.7938 -0.1 -0.5 -0.4 0.28
H -0.5744 -1.9798 1.6158 -0.6 4.5 -1.4 0.27
N 3.3479 -0.0524 -0.1112 2.4 1.4 -3.1 -0.57
N -0.6625 -0.8448 1.2880 2.5 -3.6 -0.1 -0.89
O -1.6553 1.2670 0.2352 2.0 3.1 1.1 -0.50
```
Positions in Å, forces in eV/Å.

HOMO level	-8.1	eV
SMILES	NC[C@@H]1CO[C@@H]2C[C@@]12N
Kohn-Sham gap	8.98	eV
electronic energy	-11435.398	eV

***

Record 2
Density functional theory data (ωB97M-V/def2-TZVPD) for an isolated molecule of C6H12N2O at a distorted geometry.

Structure (XYZ):
```
21
Properties=species:S:1:pos:R:3:forces:R:3:mulliken_charge:R:1
C -1.6235 -0.2340 -1.0220 -0.1 0.6 -0.2 -1.17
C -0.2682 -0.8734 -0.8386 0.2 -2.5 1.7 0.70
C 1.2732 1.8491 -0.9209 -1.2 -0.2 -0.3 -0.32
C 0.0291 -1.9193 -1.6357 0.3 0.3 0.8 -1.06
N 0.3023 1.6218 -0.1148 2.3 2.0 0.8 -0.44
H -2.3313 -0.9216 -1.4969 0.3 -0.2 0.1 0.43
H -2.0670 0.0800 -0.0758 0.1 0.2 -0.2 0.22
H -1.5439 0.6064 -1.7186 -0.1 0.2 0.4 0.26
H 1.9356 1.0870 -1.3547 0.5 -0.1 0.9 0.24
H 1.4188 2.8522 -1.3419 -0.7 -0.3 -0.4 0.26
H 0.9228 -2.5128 -1.4829 0.1 0.1 0.0 0.23
H -0.6915 -2.3240 -2.3371 0.1 0.4 -0.1 0.27
C -0.4398 0.8579 2.1055 -0.1 0.2 0.3 -1.25
C 0.5737 0.6740 0.9805 -1.2 -1.6 -0.5 0.15
O 0.8182 -1.7153 1.2833 0.1 -0.1 -0.7 -0.44
N 0.5322 -0.6674 0.3991 -0.5 1.1 -2.5 0.31
H 1.6854 -2.0193 0.9657 -0.3 -0.1 0.4 0.35
H 1.5726 0.8519 1.3979 -0.1 0.0 -0.2 0.35
H -0.4644 1.9014 2.4344 0.1 -0.1 0.0 0.37
H -0.1803 0.2266 2.9608 0.1 0.1 -0.1 0.34
H -1.4539 0.5788 1.8127 0.2 0.1 -0.2 0.20
```
Positions in Å, forces in eV/Å.

HOMO level	-8.1	eV
SMILES	C=N[C@@H](C)N(O)C(=C)C
Kohn-Sham gap	8.63	eV
electronic energy	-11439.879	eV

***

Record 3
Density functional theory data (ωB97M-V/def2-TZVPD) for an isolated molecule of C6H12N2O at a distorted geometry.

Structure (XYZ):
```
21
Properties=species:S:1:pos:R:3:forces:R:3:mulliken_charge:R:1
C 1.5520 -1.0609 0.3588 -0.1 0.2 -0.1 -1.06
C -1.8344 -0.5305 -1.4590 0.2 0.0 0.1 -1.09
C -1.3707 -0.4047 0.9139 0.2 0.1 -0.3 -0.93
C 0.6646 1.4595 -0.3907 -0.4 -1.1 -0.5 -1.64
N -0.8561 -0.7327 -0.4005 0.0 -0.7 0.3 0.04
C 0.4918 -0.3413 -0.7628 -0.1 2.3 0.1 1.02
C 1.7889 -0.0018 1.2429 0.4 -0.8 1.2 0.66
N 2.0593 0.6739 2.1807 -0.3 -0.1 -1.2 -0.38
O 0.8698 -0.4967 -1.9406 0.1 -0.4 0.3 -0.78
H 1.9041 1.6616 2.3386 0.0 -0.1 0.1 0.33
H 1.1396 -1.9559 0.8295 -0.1 0.2 0.1 0.35
H 2.4382 -1.2941 -0.2275 -0.1 0.1 -0.1 0.37
H -1.5588 0.6708 1.0489 0.0 0.0 0.0 0.29
H -2.3168 -0.9274 1.0637 0.0 0.0 0.0 0.36
H -1.3920 -0.8034 -2.4131 0.0 0.0 0.1 0.35
H -2.1900 0.5081 -1.5119 0.0 0.0 0.0 0.33
H -2.6924 -1.1770 -1.2660 0.0 0.0 0.0 0.34
H -0.6947 -0.7339 1.7049 0.0 0.0 0.0 0.26
H 0.2971 1.9242 0.5307 0.0 -0.1 0.0 0.31
H 1.6786 1.7847 -0.6283 0.1 0.0 0.0 0.42
H 0.0218 1.7774 -1.2122 0.1 0.1 0.0 0.44
```
Positions in Å, forces in eV/Å.

HOMO level	-7.4	eV
Kohn-Sham gap	6.96	eV
electronic energy	-11439.687	eV

***

Record 4
Density functional theory data (ωB97M-V/def2-TZVPD) for a structure of composition C6H12N2O at a distorted geometry.

Structure (XYZ):
```
21
Properties=species:S:1:pos:R:3:forces:R:3:mulliken_charge:R:1
C 0.8022 0.2097 -1.3358 0.1 -0.2 -1.0 1.07
C 0.4529 -1.2412 -1.5656 -0.2 0.9 0.4 -0.84
C 1.7789 0.5940 -0.3985 -0.4 0.0 1.1 -1.42
N 0.0632 1.1248 -2.0011 0.2 -0.4 0.4 -0.43
O -0.5384 -1.2795 -0.6207 -0.1 -0.2 0.0 -0.65
H 0.0543 2.0894 -1.7079 0.0 -0.1 0.0 0.21
H -0.7468 0.8014 -2.5066 0.1 0.0 0.0 0.25
H 1.3344 -1.8758 -1.3620 -0.1 0.0 -0.1 0.27
H 0.1007 -1.4108 -2.6027 0.2 -0.1 0.1 0.35
H 2.5566 -0.1345 -0.1971 0.1 0.0 -0.2 0.35
H 1.0904 0.4393 0.7840 0.4 0.0 -1.1 0.20
H 2.1333 1.6219 -0.4258 -0.1 0.0 0.0 0.39
C -0.5830 -0.7389 1.7641 0.7 0.5 0.1 0.49
C -2.5312 0.1956 0.8324 0.2 -0.1 0.0 -0.15
C 0.4639 0.1280 2.0596 -0.8 -0.5 0.6 -1.10
N -1.8818 -0.3568 1.7574 -0.3 0.1 0.0 -0.38
H -0.4311 -1.8075 1.7039 0.0 0.0 0.0 0.29
H -2.0805 0.3592 -0.1477 0.0 0.0 0.0 0.11
H -3.5688 0.4659 1.0117 0.0 0.0 0.0 0.31
H 0.2024 1.1216 2.4071 0.0 0.0 -0.1 0.34
H 1.3283 -0.3057 2.5512 0.1 0.0 -0.2 0.36
```
Positions in Å, forces in eV/Å.

HOMO level (alpha / beta)	-7.8 / -7.8	eV
Kohn-Sham gap (alpha / beta)	8.61 / 8.61	eV
electronic energy	-11439.696	eV

***

Record 5
Density functional theory data (ωB97M-V/def2-TZVPD) for an isolated molecule of C6H12N2O at a distorted geometry.

Structure (XYZ):
```
21
Properties=species:S:1:pos:R:3:forces:R:3:mulliken_charge:R:1
C -1.9893 -0.2469 -1.0405 0.2 0.2 0.3 -1.66
C 0.4579 1.5546 -0.8068 0.2 -0.2 0.2 -1.77
C 1.1151 -0.7585 0.0857 -0.2 -0.6 0.3 0.12
C -0.9918 -0.5351 0.0622 1.1 1.2 0.1 1.07
C 0.3423 0.5086 0.2902 -1.5 -0.4 -0.5 1.08
N 2.4526 -0.9614 0.3091 0.0 0.1 -0.3 -0.48
N 0.5310 1.1374 1.5681 0.1 -0.1 0.1 -0.64
C 0.0643 -1.5584 -0.1906 0.4 0.0 0.1 -1.22
O -1.7220 -0.6589 1.2681 -0.2 -0.2 0.1 -0.60
H -1.1863 -1.1576 1.8946 0.0 0.0 -0.1 0.38
H 3.0419 -0.1504 0.2077 0.1 -0.1 0.0 0.24
H 2.8414 -1.8212 -0.0456 0.1 0.1 0.0 0.26
H -0.1862 1.8339 1.7354 0.0 -0.1 0.1 0.25
H 0.5135 0.4637 2.3250 -0.1 0.1 0.0 0.26
H -0.0178 -2.5752 -0.5350 0.0 -0.3 0.0 0.40
H -1.4976 -0.2201 -2.0085 0.0 0.0 -0.1 0.33
H -2.7524 -1.0240 -1.0474 0.0 -0.1 0.0 0.44
H -2.4809 0.7075 -0.8605 -0.1 0.1 0.0 0.36
H 0.4899 1.0841 -1.7854 0.0 0.0 -0.1 0.34
H 1.3642 2.1404 -0.6511 0.1 0.0 -0.1 0.43
H -0.3899 2.2373 -0.7746 -0.1 0.1 0.0 0.38
```
Positions in Å, forces in eV/Å.

HOMO level	-8.3	eV
SMILES	C[C@]1(N)C(N)=C[C@@]1(C)O
Kohn-Sham gap	9.21	eV
electronic energy	-11443.343	eV